## w
Molecular formula: C19H21N3O5
Method: DFT, ωB97M-V with the def2-TZVPD basis set

Last column: Mulliken charge in e.
Positions of all 48 atoms, in Å:
H -0.392 0.352 -5.602  0.378
H 1.790 2.099 2.314  0.425
C 1.382 0.052 2.797  0.337
C -1.571 -1.179 -3.918  -0.653
H -0.459 -3.036 -3.615  0.430
C 0.194 2.102 6.492  -1.113
H 1.999 0.920 6.575  0.318
N -1.145 0.186 -3.683  -0.036
H -3.945 -0.268 -2.251  0.630
O 1.043 -0.630 5.051  -0.637
H 2.269 2.640 6.155  0.305
C -0.072 0.572 -4.582  -0.645
C -3.629 -0.423 -0.054  -0.795
C 1.199 -1.454 0.921  -0.120
H -0.045 -2.206 -5.134  0.312
H -2.194 -1.212 -4.817  0.425
H 1.681 0.322 -1.813  0.209
H -0.442 1.228 6.369  0.312
C 1.198 -0.237 -4.198  -0.737
N 1.468 -0.546 -1.340  0.008
C -0.307 -2.066 -4.085  -0.965
O -0.276 1.649 -2.200  -0.632
O 0.137 -2.392 -1.517  -0.677
C -2.510 -0.122 0.666  -0.443
O -1.535 0.308 -0.132  -0.037
C -1.997 0.269 -1.398  0.134
H 1.024 -2.441 0.529  0.500
C -1.070 0.751 -2.436  0.521
H 1.706 -0.595 -5.100  0.382
H 0.101 1.642 -4.477  0.392
C 1.652 0.886 0.563  -0.367
O 1.645 1.494 4.629  -0.349
C 1.429 -0.393 0.048  0.667
H 0.211 2.380 7.542  0.382
C -3.299 -0.170 -1.402  -0.285
H -0.217 2.924 5.911  0.295
H -2.149 -1.527 -3.065  0.345
H 1.816 1.710 -0.117  0.378
H 0.980 -2.035 2.968  0.436
H -4.565 -0.781 0.322  0.461
C 1.168 -1.225 2.280  -0.934
C 1.629 1.108 1.921  -1.075
C 1.607 1.781 6.024  -0.246
H -2.294 -0.182 1.715  0.584
C 0.749 -1.482 -2.041  0.362
N 0.800 -1.395 -3.426  0.016
H 1.904 0.382 -3.649  0.272
C 1.328 0.240 4.261  0.532

Calculated values
gap between HOMO and LUMO	9.01	eV
charge	0
highest occupied orbital energy	-8.383	eV

## x
Molecular formula: C19H21N3O5
Method: DFT, ωB97M-V with the def2-TZVPD basis set

Last column: Mulliken charge in e.
Positions of all 48 atoms, in Å:
H -2.608 1.880 -2.364  0.452
H -4.548 -0.346 1.169  0.333
H 7.227 -2.766 -1.120  0.305
C -3.363 1.116 -2.167  -0.793
C 0.694 -1.224 -0.760  1.088
H -3.837 0.845 -3.116  0.260
C -3.847 2.528 0.983  0.457
H -5.379 1.113 -1.332  0.312
N -3.993 1.435 0.188  0.146
O 5.177 -3.131 0.493  -0.640
H -3.087 -1.749 -0.435  0.408
C -3.504 -0.774 -0.692  -1.505
O -3.446 1.163 3.050  -0.295
H -2.813 0.037 1.184  0.502
C -4.423 1.629 -1.182  -0.907
C 3.005 -0.823 -1.279  -0.608
C -3.129 3.359 3.261  -0.368
C 1.673 -0.505 -1.444  -0.664
C -3.721 0.066 0.576  -0.176
H 1.378 0.298 -2.098  0.541
H 8.892 -0.929 -1.465  0.402
C 7.038 -1.745 -0.767  -0.211
H 7.293 -1.704 0.298  0.314
H 7.555 -0.781 -2.616  0.310
C 4.805 -2.231 -0.225  0.635
H -2.599 3.233 5.420  0.452
O -4.043 3.656 0.559  -0.713
O -0.704 0.798 -2.325  -0.693
C 1.079 -2.267 0.088  -0.518
H -4.457 -0.963 -1.195  0.392
O 5.649 -1.455 -0.919  -0.257
H -3.069 4.398 3.012  0.531
C 2.409 -2.581 0.249  -1.086
C -3.465 2.350 2.393  0.368
C -3.099 1.418 4.319  -0.498
H -3.037 0.580 4.985  0.460
C -2.887 2.750 4.509  -0.494
H 2.716 -3.384 0.901  0.438
N -0.668 -0.961 -0.866  0.118
H 7.621 0.276 -1.204  0.308
H -1.241 -1.578 -0.312  -0.064
C 3.390 -1.861 -0.433  0.117
N -2.671 -0.040 -1.613  0.151
H 0.325 -2.830 0.621  0.330
H 3.760 -0.265 -1.809  0.465
C -1.296 -0.005 -1.635  0.710
H -4.579 2.699 -1.320  0.414
C 7.829 -0.727 -1.566  -1.231

Calculated values
gap between HOMO and LUMO	8.87	eV
charge	0
highest occupied orbital energy	-8.551	eV

Q: Which of them is the least stable? A: x.

## w
Molecular formula: C3H12N4
Method: DFT, ωB97M-V with the def2-TZVPD basis set

Last column: Mulliken charge in e.
Positions of all 19 atoms, in Å:
C -0.102 -0.107 0.199  -0.519
H -1.772 1.322 -1.119  0.338
N 1.677 -0.333 -1.601  -0.282
H 0.592 -3.137 -0.014  0.274
H 0.069 2.098 0.261  0.525
C 0.851 -0.277 -0.714  0.490
H 1.492 -2.763 -1.241  0.309
H 2.545 -0.846 -1.395  0.362
H 1.443 -0.091 -2.662  0.370
H -2.600 0.814 0.143  0.319
N -0.608 1.442 2.001  -0.384
H -0.822 -0.843 0.463  0.447
C -0.492 1.301 0.676  -0.092
N 1.425 -2.578 -0.267  -0.787
H -2.285 2.467 0.019  0.375
H -1.077 0.703 2.606  0.251
N -1.947 1.490 -0.163  -0.433
H 2.138 -2.923 0.330  0.216
H -0.526 2.260 2.476  0.221

Calculated values
gap between HOMO and LUMO	9.69	eV
charge	+2
highest occupied orbital energy	-17.936	eV

## x
Molecular formula: C3H12N4
Method: DFT, ωB97M-V with the def2-TZVPD basis set

Last column: Mulliken charge in e.
Positions of all 19 atoms, in Å:
N -0.446 -0.405 -0.175  0.164
H 2.865 0.051 2.427  0.385
H -1.780 2.184 -1.393  0.365
C 0.839 0.313 -0.481  -0.614
H -1.285 -1.646 1.241  0.400
C -0.479 -1.598 0.583  -0.713
H 1.517 -0.263 -1.108  0.379
H 1.045 1.317 1.438  0.314
H -2.390 0.192 0.358  0.319
H -0.995 0.853 -2.284  0.401
H 0.567 1.180 -0.913  0.471
H -2.812 0.911 -1.855  0.309
H -0.499 -2.415 -0.119  0.321
H 2.980 -0.720 0.811  0.289
H 0.478 -1.650 1.144  0.283
N 1.458 0.578 0.830  0.103
C -1.791 1.084 -1.581  -0.773
N 2.395 -0.271 1.446  -0.351
N -1.668 0.305 -0.370  -0.054

Calculated values
gap between HOMO and LUMO (alpha / beta)	9.12 / 7.55	eV
charge	+2
highest occupied orbital energy (alpha / beta)	-19.390 / -18.402	eV

Q: Which of them is the least stable? A: x.

## w
Molecular formula: ClH2NP2
Method: DFT, ωB97M-V with the def2-TZVPD basis set

Last column: Mulliken charge in e.
Positions of all 6 atoms, in Å:
N -0.147 0.750 -2.301  -0.240
H -1.463 -0.215 -0.193  0.117
P -0.132 1.951 -1.431  0.363
P -0.503 0.634 0.293  -0.099
H 0.501 -0.307 0.301  0.114
Cl 0.437 1.831 -4.600  -0.254

Calculated values
gap between HOMO and LUMO (alpha / beta)	6.38 / 8.38	eV
charge	0
highest occupied orbital energy (alpha / beta)	-8.972 / -10.403	eV

## x
Molecular formula: ClH2NP2
Method: DFT, ωB97M-V with the def2-TZVPD basis set

Last column: Mulliken charge in e.
Positions of all 6 atoms, in Å:
N -0.853 -1.094 -0.976  -0.422
Cl 0.999 2.148 1.545  -0.200
H 1.485 0.421 -0.138  0.120
P -1.175 -0.080 0.176  0.229
P 0.863 0.169 1.118  0.026
H -1.319 -1.564 -1.724  0.247

Calculated values
gap between HOMO and LUMO	7.78	eV
charge	0
highest occupied orbital energy	-8.540	eV

Q: Which of them is the least stable? A: w.